Entry 1:
Formula: C4H3ClN2
Source: the OMol25 dataset
Level of theory: the ωB97M-V functional and the def2-TZVPD basis

```
10
Properties=species:S:1:pos:R:3
Cl -2.19 -0.01 -0.04
C -0.48 0.03 0.09
C 0.27 1.23 0.02
N 1.66 1.25 -0.04
C 2.16 -0.05 -0.07
C 1.40 -1.25 -0.01
N 0.09 -1.21 0.09
H -0.26 2.26 0.26
H 3.20 0.07 0.11
H 2.04 -2.24 -0.12
```

Output
**Structure (SMILES)**: Clc1cnccn1
**Energy relative to the best compared isomer or geometry (same formula, charge and spin)**: 111.2 kJ/mol
**2S+1**: 1
**LUMO**: -0.2 eV
**Gap between HOMO and LUMO**: 9.56 eV

These are the Löwdin partial charges, in e, on atoms 1 to 6:
1. Cl 0.680
2. C -0.739
3. C -0.145
4. N 0.068
5. C -0.118
6. C -0.150

***

Entry 2:
Formula: C3H4GaLiO3
Source: the OMol25 dataset
Level of theory: the ωB97M-V functional and the def2-TZVPD basis

```
12
Properties=species:S:1:pos:R:3
O 0.27 0.64 -1.30
C -0.84 0.03 -1.33
C -0.88 -1.39 -1.11
H -0.68 1.16 1.56
H -1.61 0.44 -2.01
H 0.04 -1.92 -0.85
H -1.84 -1.89 -1.03
Li 1.89 1.00 -0.36
O 1.19 2.16 1.12
C 0.52 1.24 1.60
O 1.09 0.09 1.66
Ga 0.84 -1.57 2.07
```

Output
**⟨S²⟩**: 0.760
**Charge**: +3
**Energy relative to the best compared isomer or geometry (same formula, charge and spin)**: 10.1 kJ/mol
**2S+1**: 2
**LUMO (alpha / beta)**: -18.8 / -18.9 eV
**Gap between HOMO and LUMO (alpha / beta)**: 5.87 / 5.24 eV

These are the Löwdin partial charges, in e, on atoms 1 to 6:
1. O 0.090
2. C -0.058
3. C 0.508
4. H 0.230
5. H 0.199
6. H 0.126

***

Entry 3:
Formula: C3H6N2O
Source: the OMol25 dataset
Level of theory: the ωB97M-V functional and the def2-TZVPD basis

```
12
Properties=species:S:1:pos:R:3
C 2.04 -0.75 0.00
N 1.08 0.29 -0.23
N -0.21 -0.11 0.09
C -1.21 0.70 0.00
C -2.50 0.04 -0.01
O -2.85 -1.11 -0.09
H 3.05 -0.33 0.17
H 2.11 -1.39 -0.90
H 1.71 -1.32 0.90
H 1.20 1.33 0.18
H -1.20 1.78 -0.16
H -3.22 0.87 0.03
```

Output
**Structure (SMILES)**: CN/N=C/C=O
**Energy relative to the best compared isomer or geometry (same formula, charge and spin)**: 323.9 kJ/mol
**2S+1**: 1
**LUMO**: 0.0 eV
**Gap between HOMO and LUMO**: 9.22 eV

These are the Löwdin partial charges, in e, on atoms 1 to 6:
1. C -0.131
2. N -0.138
3. N 0.031
4. C -0.148
5. C -0.315
6. O 0.064

***

Entry 4:
Formula: C47H45F2IMnN2O2P3S2
Source: the OMol25 dataset
Level of theory: the ωB97M-V functional and the def2-TZVPD basis

```
105
Properties=species:S:1:pos:R:3
Mn -1.63 -1.14 1.21
F 0.26 -3.70 5.66
C 0.00 -3.74 4.31
C -0.59 -2.65 3.69
C -0.84 -2.66 2.32
C -0.60 -3.86 1.58
C 0.03 -4.91 2.27
F 0.37 -6.08 1.62
C 0.35 -4.88 3.61
C -1.05 -3.88 0.21
C -0.91 -4.94 -0.69
C -1.30 -4.83 -2.01
C -1.85 -3.58 -2.43
C -2.02 -2.60 -1.50
N -1.67 -2.68 -0.20
H -0.87 -1.81 4.30
H 0.82 -5.73 4.09
H -0.46 -5.86 -0.34
H -1.18 -5.66 -2.69
H -2.16 -3.40 -3.45
H -2.43 -1.65 -1.80
C -6.02 2.41 -3.25
C -4.81 1.57 -3.56
O -3.84 1.59 -2.52
P -4.10 0.76 -1.13
S -2.22 0.68 -0.39
S -5.17 -0.82 -1.36
O -4.96 1.82 -0.27
C -4.43 3.07 0.17
C -4.82 3.25 1.63
H -6.69 2.43 -4.11
H -5.73 3.44 -3.01
H -6.57 2.00 -2.40
H -4.29 1.95 -4.44
H -5.10 0.53 -3.76
H -4.87 3.85 -0.45
H -3.35 3.09 0.05
H -5.90 3.31 1.74
H -4.38 4.16 2.03
H -4.47 2.39 2.21
C 1.92 -0.02 1.18
N 2.26 0.73 -0.02
C 1.26 0.94 -1.06
P 0.47 -0.69 -1.57
C 2.00 -1.64 -1.93
C 2.06 -2.92 -1.39
C 3.20 -3.70 -1.55
C 4.29 -3.20 -2.24
C 4.24 -1.92 -2.78
C 3.10 -1.15 -2.63
C -0.09 -0.20 -3.24
C -0.90 0.93 -3.38
C -1.42 1.27 -4.62
C -1.15 0.49 -5.74
C -0.36 -0.65 -5.60
C 0.16 -0.99 -4.36
C 3.56 1.14 -0.21
C 4.63 0.48 0.43
C 5.94 0.91 0.25
C 6.23 1.98 -0.58
C 5.19 2.63 -1.22
C 3.87 2.23 -1.04
P 0.25 0.36 1.95
C 0.75 0.26 3.73
C 0.07 1.01 4.68
C 0.40 0.91 6.03
C 1.42 0.06 6.43
C 2.09 -0.70 5.49
C 1.75 -0.61 4.15
C 0.26 2.21 1.85
C -0.96 2.88 1.86
C -1.00 4.27 1.83
C 0.18 5.00 1.79
C 1.40 4.34 1.80
C 1.44 2.96 1.85
H 2.67 0.22 1.93
H 1.95 -1.11 1.03
H 1.73 1.39 -1.92
H 0.46 1.61 -0.72
H 1.20 -3.31 -0.84
H 3.23 -4.70 -1.12
H 5.19 -3.80 -2.35
H 5.10 -1.52 -3.32
H 3.07 -0.15 -3.06
H -1.17 1.51 -2.51
H -2.06 2.14 -4.70
H -1.56 0.75 -6.70
H -0.16 -1.28 -6.46
H 0.76 -1.89 -4.27
H 4.44 -0.39 1.03
H 6.73 0.37 0.74
H 7.26 2.30 -0.72
H 5.39 3.49 -1.86
H 3.08 2.79 -1.51
H -0.75 1.65 4.39
H -0.15 1.49 6.75
H 1.67 -0.02 7.49
H 2.86 -1.40 5.80
H 2.25 -1.26 3.44
H -1.88 2.30 1.89
H -1.95 4.77 1.84
H 0.15 6.08 1.76
H 2.33 4.90 1.79
H 2.41 2.47 1.88
I -3.32 -0.20 3.24
```

Output
**⟨S²⟩**: 6.082
**Charge**: -2
**Energy relative to the best compared isomer or geometry (same formula, charge and spin)**: 51.8 kJ/mol
**2S+1**: 5
**LUMO (alpha / beta)**: 4.0 / 4.0 eV
**Gap between HOMO and LUMO (alpha / beta)**: 3.02 / 5.38 eV

These are the Löwdin partial charges, in e, on atoms 1 to 6:
1. Mn 0.006
2. F -0.001
3. C -0.298
4. C -0.121
5. C -0.184
6. C -0.159

***

Entry 5:
Formula: C23H27B2F4LaN11O4S
Source: the OMol25 dataset
Level of theory: the ωB97M-V functional and the def2-TZVPD basis

```
73
Properties=species:S:1:pos:R:3
La -0.54 -0.44 0.08
C -0.63 -2.77 -4.32
C -0.81 -1.70 -3.25
N -0.58 -2.05 -2.02
O -0.09 -3.36 -1.96
B 0.78 -3.48 -0.82
F 1.19 -4.80 -0.62
F 0.00 -2.96 0.31
O 2.05 -2.64 -0.80
N 1.72 -1.32 -0.92
C 2.59 -0.66 -1.65
C 3.87 -1.23 -2.18
C 2.32 0.71 -1.81
N 1.18 1.11 -1.26
O 0.83 2.37 -1.74
B -0.70 2.61 -1.50
F -1.10 2.05 -0.25
F -1.03 3.94 -1.56
O -1.46 1.82 -2.59
N -1.34 0.43 -2.33
C -1.27 -0.33 -3.41
C -1.75 0.16 -4.74
C 3.19 1.61 -2.61
H -1.12 -2.51 -5.23
H -0.88 -3.75 -3.84
H 0.45 -2.74 -4.55
H 3.88 -2.29 -1.97
H 4.72 -0.75 -1.71
H 3.89 -1.04 -3.26
H -1.97 1.22 -4.71
H -2.59 -0.45 -5.03
H -1.10 -0.11 -5.66
H 4.26 1.30 -2.46
H 2.99 2.64 -2.33
H 2.99 1.49 -3.66
N -4.30 -1.69 3.06
C -3.43 -2.44 3.78
C -2.31 -2.54 3.04
N -2.43 -1.82 1.84
C -3.65 -1.23 1.96
C -4.08 -0.26 1.04
N -3.21 0.27 0.13
C -3.88 1.36 -0.42
C -5.07 1.52 0.22
N -5.24 0.45 1.10
H -5.31 -1.49 3.31
H -3.72 -2.73 4.81
H -1.51 -3.24 3.17
H -3.54 1.82 -1.30
H -5.92 2.17 0.02
H -6.06 0.26 1.66
C 4.51 -1.37 1.78
N 3.83 -0.07 1.99
C 4.28 1.26 1.85
C 3.27 2.08 2.03
N 2.15 1.31 2.38
C 2.51 -0.05 2.42
S 1.52 -1.29 2.64
C 0.93 1.82 2.90
C 0.88 3.06 3.55
C -0.33 3.51 4.05
C -1.51 2.82 3.78
C -1.39 1.65 3.03
N -0.19 1.14 2.60
H 5.60 -1.26 1.66
H 4.03 -1.82 0.91
H 4.18 -1.98 2.60
H 5.27 1.43 1.49
H 3.23 3.15 1.90
H 1.81 3.56 3.71
H -0.29 4.45 4.57
H -2.41 3.20 4.25
H -2.18 0.91 2.86
```

Output
**Charge**: +3
**Energy relative to the best compared isomer or geometry (same formula, charge and spin)**: 0.0 kJ/mol
**2S+1**: 1
**LUMO (alpha / beta)**: -11.8 / -12.6 eV
**Gap between HOMO and LUMO (alpha / beta)**: 3.79 / 2.97 eV

These are the Löwdin partial charges, in e, on atoms 1 to 6:
1. La 2.077
2. C 0.043
3. C -0.221
4. N -0.024
5. O 0.059
6. B -1.051

***

Entry 6:
Formula: C32H33AsBCeN6O3S
Source: the OMol25 dataset
Level of theory: the ωB97M-V functional and the def2-TZVPD basis

```
78
Properties=species:S:1:pos:R:3
Ce -12.57 -17.63 6.30
B -12.72 -19.85 4.08
N -13.87 -20.32 4.99
C -14.60 -21.47 4.99
C -15.39 -21.53 6.18
C -15.00 -20.38 6.90
N -14.09 -19.65 6.17
N -11.36 -19.79 4.82
C -10.16 -20.19 4.28
C -9.18 -20.35 5.30
C -9.90 -20.07 6.50
N -11.19 -19.66 6.18
H -13.00 -18.71 3.75
H -12.62 -20.59 3.13
H -14.58 -22.14 4.13
H -16.14 -22.25 6.43
H -15.31 -20.00 7.86
H -10.08 -20.35 3.21
H -8.13 -20.58 5.20
H -9.59 -20.06 7.54
S -15.12 -16.77 7.16
C -15.09 -16.32 8.85
C -16.19 -16.68 9.69
C -16.24 -16.29 11.03
C -15.16 -15.59 11.58
C -14.05 -15.28 10.80
C -14.00 -15.63 9.45
As -12.35 -15.50 8.42
C -11.44 -14.07 9.46
C -11.64 -12.71 9.22
C -10.89 -11.78 9.91
C -9.94 -12.18 10.86
C -9.79 -13.55 11.13
C -10.52 -14.49 10.43
C -12.99 -14.40 6.91
C -14.27 -13.81 6.94
C -14.75 -13.12 5.83
C -13.97 -12.99 4.67
C -12.68 -13.51 4.66
C -12.16 -14.10 5.82
H -16.97 -17.27 9.25
H -17.09 -16.54 11.65
H -15.20 -15.26 12.60
H -13.20 -14.75 11.23
H -12.37 -12.41 8.47
H -11.06 -10.73 9.69
H -9.37 -11.45 11.40
H -9.08 -13.92 11.86
H -10.41 -15.55 10.64
H -14.86 -13.86 7.86
H -15.73 -12.69 5.91
H -14.36 -12.48 3.80
H -12.08 -13.43 3.77
H -11.09 -14.34 5.86
C -5.34 -17.30 7.10
C -6.83 -17.56 7.33
C -7.77 -16.44 6.87
C -7.38 -15.07 7.48
C -8.30 -13.88 7.14
C -7.71 -16.31 5.31
O -6.72 -15.95 4.71
N -8.92 -16.58 4.59
C -10.15 -16.71 5.20
O -11.22 -16.77 4.55
N -10.22 -16.83 6.55
C -9.19 -16.81 7.44
O -9.38 -17.00 8.64
H -4.77 -18.23 7.22
H -4.92 -16.59 7.82
H -5.17 -16.88 6.12
H -7.02 -17.72 8.41
H -7.11 -18.52 6.86
H -6.35 -14.83 7.15
H -7.37 -15.22 8.57
H -8.32 -13.65 6.07
H -7.91 -12.99 7.63
H -9.33 -14.04 7.49
H -8.92 -16.47 3.57
```

Output
**Charge**: +1
**2S+1**: 1
**LUMO (alpha / beta)**: -5.6 / -5.5 eV
**Gap between HOMO and LUMO (alpha / beta)**: 5.16 / 5.19 eV

These are the Löwdin partial charges, in e, on atoms 1 to 6:
1. Ce 1.146
2. B -0.443
3. N -0.077
4. C -0.021
5. C -0.016
6. C -0.098

***

Entry 7:
Formula: C30H25N6O11P2SW
Source: the OMol25 dataset
Level of theory: the ωB97M-V functional and the def2-TZVPD basis

```
76
Properties=species:S:1:pos:R:3
W 12.19 8.55 12.88
O 15.58 9.19 15.34
C 14.79 9.28 14.37
N 13.43 9.46 14.49
C 12.84 10.17 15.48
C 13.60 10.97 16.36
C 12.94 12.00 16.97
C 11.55 12.05 16.99
C 10.79 11.37 16.06
C 11.44 10.42 15.25
N 10.87 9.77 14.17
C 9.50 9.89 13.87
O 8.72 10.67 14.43
C 9.01 8.78 12.98
C 7.67 8.69 12.63
C 7.28 7.44 12.10
C 8.21 6.40 11.91
C 9.53 6.66 12.20
N 9.89 7.85 12.75
C 15.25 9.27 12.98
C 16.64 9.32 12.78
C 17.12 9.36 11.51
C 16.10 9.40 10.44
C 14.77 9.45 10.75
N 14.34 9.34 12.08
H 14.74 10.76 16.47
H 13.42 12.64 17.72
H 11.15 12.81 17.61
H 9.75 11.49 16.03
H 7.02 9.52 12.76
H 6.25 7.26 11.88
H 7.96 5.45 11.52
H 10.36 5.94 12.04
H 17.18 9.29 13.75
H 18.18 9.25 11.22
H 16.38 9.42 9.42
H 14.04 9.64 10.01
C 16.85 6.57 6.48
C 15.88 6.72 7.60
C 15.83 5.76 8.68
C 14.72 5.82 9.49
C 13.64 6.71 9.13
C 13.82 7.78 8.26
C 15.01 7.77 7.42
S 11.96 6.54 9.84
O 10.90 6.67 8.79
O 11.88 5.39 10.71
N 11.94 7.99 10.77
C 11.46 9.18 10.48
C 10.89 9.64 9.24
C 10.60 11.05 9.21
C 10.82 11.88 10.34
C 11.37 11.35 11.50
N 11.69 10.02 11.48
H 17.83 6.12 6.75
H 17.09 7.53 5.92
H 16.50 5.88 5.72
H 16.58 4.96 8.79
H 14.61 5.18 10.38
H 12.97 8.36 7.89
H 15.14 8.65 6.76
H 10.90 9.01 8.35
H 10.28 11.45 8.20
H 10.62 12.94 10.29
H 11.49 11.97 12.40
O 15.40 6.18 14.43
P 14.24 5.73 13.44
O 14.66 4.67 12.51
O 13.61 6.93 12.77
O 13.19 5.12 14.58
P 12.34 6.15 15.45
O 13.39 6.98 16.43
O 11.41 5.34 16.27
O 11.62 7.18 14.61
H 16.29 6.02 14.00
H 14.33 6.97 16.20
```

Output
**⟨S²⟩**: 2.016
**Charge**: -1
**Energy relative to the best compared isomer or geometry (same formula, charge and spin)**: 221.6 kJ/mol
**2S+1**: 3
**LUMO (alpha / beta)**: 1.9 / 1.8 eV
**Gap between HOMO and LUMO (alpha / beta)**: 5.83 / 6.30 eV

These are the Löwdin partial charges, in e, on atoms 1 to 6:
1. W 1.824
2. O 0.010
3. C -0.441
4. N -0.020
5. C -0.219
6. C -0.025

***

Entry 8:
Formula: C45H25ClN8O2TeZr
Source: the OMol25 dataset
Level of theory: the ωB97M-V functional and the def2-TZVPD basis

```
83
Properties=species:S:1:pos:R:3
Zr -0.08 -0.20 -0.06
C 1.54 -5.23 3.81
C 1.23 -6.00 2.66
C 0.64 -5.43 1.56
C 0.37 -4.06 1.60
C -0.24 -3.17 0.67
N -0.76 -3.53 -0.51
C -1.35 -2.74 -1.34
C -1.96 -3.17 -2.59
C -2.08 -4.41 -3.19
C -2.72 -4.47 -4.42
C -3.21 -3.32 -5.04
C -3.09 -2.08 -4.45
C -2.45 -2.02 -3.21
C -2.13 -0.89 -2.35
N -2.40 0.37 -2.70
C -2.07 1.37 -1.91
N -1.51 1.28 -0.68
C -1.15 2.58 -0.23
N -1.23 2.91 1.10
C -0.88 2.07 2.01
N -0.35 0.80 1.84
C -0.09 0.25 3.10
N 0.27 -0.94 3.39
C 0.27 -1.96 2.48
N -0.27 -1.90 1.23
C 0.68 -3.29 2.74
C 1.27 -3.89 3.87
C -0.38 1.28 4.11
C -0.23 1.28 5.49
C -0.62 2.42 6.18
C -1.16 3.52 5.50
C -1.31 3.51 4.12
C -0.91 2.38 3.45
C -1.69 3.53 -1.24
C -1.74 4.91 -1.25
C -2.33 5.52 -2.35
C -2.85 4.76 -3.40
C -2.81 3.38 -3.37
C -2.23 2.78 -2.27
N -1.50 -1.34 -1.24
H 2.01 -5.72 4.66
H 1.46 -7.06 2.66
H 0.40 -6.01 0.68
H -1.70 -5.30 -2.70
H -2.83 -5.43 -4.91
H -3.70 -3.40 -6.01
H -3.47 -1.18 -4.92
H 1.51 -3.30 4.75
H 0.18 0.42 6.00
H -0.51 2.46 7.25
H -1.45 4.40 6.07
H -1.71 4.36 3.59
H -1.34 5.49 -0.42
H -2.39 6.60 -2.39
H -3.29 5.27 -4.25
H -3.22 2.78 -4.17
Cl 4.62 -4.48 -5.58
C 3.80 -3.44 -4.46
C 4.06 -3.57 -3.10
C 3.40 -2.74 -2.21
C 2.49 -1.80 -2.68
C 2.23 -1.69 -4.04
C 2.89 -2.51 -4.94
C 1.76 -0.94 -1.72
O 0.89 -0.11 -2.14
O 1.94 -1.06 -0.46
H 4.77 -4.31 -2.76
H 3.57 -2.82 -1.15
H 1.51 -0.95 -4.38
H 2.70 -2.44 -6.00
Te 1.35 2.62 -0.67
C 1.73 3.67 1.09
C 1.46 5.04 1.17
C 1.65 5.70 2.37
C 2.12 5.02 3.49
C 2.41 3.67 3.40
C 2.21 2.99 2.20
H 1.09 5.57 0.31
H 1.44 6.76 2.44
H 2.27 5.55 4.42
H 2.77 3.13 4.27
H 2.43 1.93 2.14
```

Output
**Energy relative to the best compared isomer or geometry (same formula, charge and spin)**: 4.1 kJ/mol
**2S+1**: 1
**LUMO**: -1.4 eV
**Gap between HOMO and LUMO**: 4.84 eV

These are the Löwdin partial charges, in e, on atoms 1 to 6:
1. Zr 1.763
2. C -0.089
3. C -0.085
4. C -0.020
5. C -0.111
6. C -0.293